Record 1
# C22H22N2O4PtS3Si

A molecular structure, C22H22N2O4PtS3Si (ωB97M-V/def2-TZVPD, OMol25).

Cartesian coordinates (Å):
1 Pt 0.297 0.016 0.002
2 C 6.075 -1.137 1.040
3 Si 5.319 0.036 -0.265
4 C 5.749 1.854 0.142
5 C 5.838 -0.452 -2.031
6 C 3.460 -0.070 -0.213
7 C 2.246 -0.077 -0.219
8 H 7.136 -1.298 0.866
9 H 5.587 -2.107 1.016
10 H 5.963 -0.737 2.042
11 H 6.821 2.017 0.201
12 H 5.315 2.151 1.093
13 H 5.352 2.519 -0.619
14 H 6.916 -0.437 -2.158
15 H 5.407 0.225 -2.762
16 H 5.488 -1.451 -2.269
17 O -0.236 2.015 1.980
18 C -0.016 2.633 0.952
19 C -0.111 4.124 0.714
20 C 0.156 4.268 -0.782
21 C 0.412 2.846 -1.272
22 O 0.638 2.492 -2.401
23 N 0.331 2.003 -0.196
24 H 0.624 4.639 1.332
25 H -1.100 4.471 1.010
26 H 1.023 4.885 -1.013
27 H -0.696 4.672 -1.330
28 O 0.012 -1.911 0.305
29 C 0.089 -2.335 1.615
30 C 0.024 -3.838 1.600
31 C 0.130 -4.732 2.626
32 C 0.050 -6.066 2.179
33 C -0.132 -6.152 0.832
34 S -0.205 -4.606 0.079
35 C 1.361 -1.868 2.294
36 C 2.523 -2.557 2.458
37 C 3.507 -1.806 3.134
38 C 3.087 -0.553 3.439
39 S 1.473 -0.260 2.939
40 C -1.114 -1.843 2.410
41 C -2.337 -1.486 1.930
42 C -3.219 -1.066 2.950
43 C -2.668 -1.148 4.186
44 S -1.055 -1.734 4.137
45 H 0.272 -4.434 3.648
46 H 0.138 -6.917 2.830
47 H -0.225 -7.035 0.233
48 H 2.670 -3.565 2.115
49 H 4.478 -2.191 3.385
50 H 3.628 0.220 3.948
51 H -2.598 -1.538 0.888
52 H -4.211 -0.701 2.755
53 H -3.102 -0.884 5.131
54 O -2.170 1.005 -0.948
55 N -1.563 0.114 -0.462

Atomic forces in eV per Å
-0.953 -2.513 0.290
-0.262 0.437 -0.558
0.164 0.070 0.092
-0.133 -0.732 -0.214
-0.166 0.195 0.678
0.404 -0.014 -0.098
-0.363 0.690 -0.410
0.199 0.053 -0.129
-0.122 -0.148 -0.065
-0.075 0.136 0.109
0.212 -0.044 -0.014
-0.100 -0.052 0.170
-0.090 0.069 -0.169
0.226 0.030 0.056
-0.117 0.166 -0.066
-0.086 -0.195 0.034
-0.233 0.378 -0.006
-0.174 0.209 0.534
-0.008 0.084 0.023
0.035 0.014 -0.083
0.213 0.161 -0.364
-0.050 0.090 -0.200
0.024 -0.317 0.092
-0.039 -0.032 0.045
0.037 -0.002 0.070
-0.019 -0.018 -0.042
0.041 0.012 -0.038
0.510 0.565 -0.910
-0.134 -0.243 1.284
0.143 -0.307 -0.249
-0.016 0.488 -0.385
-0.044 -0.218 -0.259
-0.080 0.199 -0.158
0.173 -0.398 0.521
-0.015 0.017 0.157
-0.282 0.069 -0.038
0.169 0.124 0.015
-0.296 0.260 -0.113
0.653 -0.542 0.229
0.250 0.042 0.292
0.267 -0.035 0.065
-0.228 0.061 0.132
0.226 -0.215 0.103
-0.592 0.186 -0.409
0.058 0.040 0.240
-0.026 -0.205 0.078
-0.025 -0.224 -0.084
-0.060 -0.194 -0.049
0.196 -0.032 0.068
0.155 0.164 0.120
-0.017 -0.096 -0.134
-0.226 0.047 0.056
-0.153 0.056 0.148
2.304 -4.640 2.011
-1.479 6.306 -2.472

Results
calculated total energy	-2865.2073	Ha
max |F|	6.93	eV/Å
LUMO energy (alpha / beta)	-3.66 / -3.64	eV
M	697.79	Da
Kohn-Sham gap (alpha / beta)	4.605 / 4.620	eV
spin multiplicity	1

Mulliken atomic charges, in units of e: number 1, Pt, carries 0.712; number 2, C, carries -0.971; number 3, Si, carries -0.036; number 4, C, carries -1.034; number 5, C, carries -1.017; number 6, C, carries 1.676; number 7, C, carries -1.483; number 8, H, carries 0.439; number 9, H, carries 0.295; number 10, H, carries 0.275; number 11, H, carries 0.341; number 12, H, carries 0.314; number 13, H, carries 0.315; number 14, H, carries 0.326; number 15, H, carries 0.317; number 16, H, carries 0.322; number 17, O, carries -0.620; number 18, C, carries 0.518; number 19, C, carries -0.548; number 20, C, carries -0.395; number 21, C, carries 0.307; number 22, O, carries -0.617; number 23, N, carries -0.235; number 24, H, carries 0.272; number 25, H, carries 0.302; number 26, H, carries 0.291; number 27, H, carries 0.273; number 28, O, carries -0.906; number 29, C, carries 3.100; number 30, C, carries -0.877; number 31, C, carries -0.490; number 32, C, carries -0.727; number 33, C, carries -0.481; number 34, S, carries -0.130; number 35, C, carries 0.024; number 36, C, carries -1.008; number 37, C, carries -0.749; number 38, C, carries -0.877; number 39, S, carries 0.284; number 40, C, carries 0.118; number 41, C, carries -0.863; number 42, C, carries -0.863; number 43, C, carries -0.640; number 44, S, carries 0.051; number 45, H, carries 0.482; number 46, H, carries 0.424; number 47, H, carries 0.479; number 48, H, carries 0.594; number 49, H, carries 0.622; number 50, H, carries 0.532; number 51, H, carries 0.698; number 52, H, carries 0.432; number 53, H, carries 0.486; number 54, O, carries -0.219; number 55, N, carries 0.162



Record 2
# C36H31FeN10O2S

A molecular structure, C36H31FeN10O2S (ωB97M-V/def2-TZVPD, OMol25).

Cartesian coordinates (Å):
1 Fe -0.374 0.289 1.015
2 O 0.693 -2.876 2.121
3 C 1.369 -1.943 1.708
4 N 1.036 -1.170 0.647
5 C 2.009 -0.704 -0.216
6 C 3.187 -1.393 -0.525
7 C 4.093 -0.889 -1.449
8 C 3.834 0.299 -2.114
9 C 2.647 0.986 -1.861
10 C 1.736 0.495 -0.931
11 N 0.526 1.095 -0.564
12 C -0.013 2.158 -1.134
13 O 0.357 2.845 -2.104
14 C -1.303 2.523 -0.434
15 C -2.095 3.556 -0.910
16 C -3.285 3.841 -0.264
17 C -3.644 3.086 0.841
18 C -2.795 2.075 1.262
19 N -1.649 1.797 0.641
20 C 2.587 -1.571 2.572
21 C 3.113 -2.546 3.416
22 C 4.177 -2.220 4.236
23 C 4.673 -0.925 4.205
24 C 4.072 -0.018 3.348
25 N 3.058 -0.324 2.545
26 H 3.386 -2.339 -0.034
27 H 5.004 -1.439 -1.656
28 H 4.537 0.686 -2.841
29 H 2.409 1.900 -2.384
30 H -1.747 4.094 -1.781
31 H -3.929 4.637 -0.619
32 H -4.567 3.268 1.375
33 H -3.022 1.457 2.123
34 H 2.662 -3.528 3.409
35 H 4.612 -2.962 4.895
36 H 5.501 -0.620 4.831
37 H 4.422 1.010 3.303
38 C -1.631 -0.057 -5.821
39 C -0.746 -0.892 -4.885
40 C 0.486 -0.064 -4.519
41 C -0.278 -2.156 -5.619
42 C -1.557 -1.291 -3.652
43 C -2.709 -2.083 -3.807
44 C -3.466 -2.489 -2.727
45 C -3.077 -2.080 -1.457
46 S -3.784 -2.448 0.084
47 C -2.555 -1.484 0.855
48 N -1.701 -0.929 0.045
49 C -1.953 -1.270 -1.277
50 C -1.184 -0.894 -2.380
51 C -2.404 -1.289 2.285
52 C -3.235 -1.900 3.224
53 C -2.964 -1.735 4.569
54 C -1.851 -0.979 4.939
55 C -1.047 -0.375 3.984
56 C -1.292 -0.479 2.603
57 H -1.068 0.232 -6.712
58 H -1.964 0.853 -5.318
59 H -2.515 -0.611 -6.144
60 H 1.031 0.191 -5.431
61 H 1.167 -0.616 -3.869
62 H 0.226 0.868 -4.012
63 H 0.303 -1.881 -6.503
64 H -1.118 -2.772 -5.945
65 H 0.355 -2.762 -4.968
66 H -3.013 -2.397 -4.798
67 H -4.339 -3.114 -2.869
68 H -0.300 -0.305 -2.205
69 H -4.074 -2.513 2.907
70 H -3.587 -2.204 5.321
71 H -1.611 -0.872 5.993
72 H -0.188 0.192 4.329
73 N 0.915 4.241 4.346
74 N 1.096 3.306 3.334
75 N 2.150 3.305 2.549
76 C 1.900 2.253 1.788
77 N 0.752 1.645 2.143
78 N 0.240 2.346 3.118
79 H 0.604 5.104 3.910
80 H 0.155 3.877 4.911
81 H 2.553 1.893 1.011

Atomic forces in eV per Å
-0.165 -0.106 0.068
0.044 -0.077 0.062
-0.101 0.110 0.071
0.440 0.343 0.272
-0.044 -0.049 -0.065
0.025 -0.005 0.046
0.039 -0.028 0.016
-0.029 0.032 -0.017
0.026 -0.046 -0.010
0.031 0.054 -0.039
0.022 -0.026 -0.055
0.079 0.030 -0.025
0.013 -0.014 -0.017
-0.110 0.019 -0.014
-0.031 0.029 0.003
0.019 0.018 -0.032
-0.014 -0.024 0.037
0.032 0.009 0.050
-0.016 0.129 0.058
0.054 -0.007 -0.099
0.002 -0.018 -0.025
0.001 -0.009 0.008
0.014 -0.005 0.026
-0.027 -0.007 -0.007
0.004 -0.184 -0.059
-0.011 -0.009 0.004
-0.006 -0.006 0.000
-0.001 0.004 0.003
-0.009 0.019 0.001
0.004 -0.006 0.002
0.003 -0.001 -0.002
0.002 -0.005 0.005
0.003 -0.004 -0.008
-0.001 0.001 0.004
-0.002 -0.001 0.001
0.002 -0.002 -0.005
-0.009 0.011 -0.001
-0.003 0.000 0.001
-0.001 0.004 0.002
0.002 0.003 -0.005
-0.003 -0.002 -0.001
0.019 -0.012 0.006
0.002 0.006 -0.014
-0.006 -0.004 0.007
0.018 -0.003 -0.007
-0.021 -0.010 0.012
0.018 0.029 0.025
-0.106 -0.038 -0.197
-0.003 -0.010 0.001
-0.012 0.020 0.027
0.007 0.013 0.018
0.019 -0.013 0.002
-0.014 -0.006 -0.005
-0.003 -0.006 0.008
-0.034 0.006 -0.032
-0.033 -0.047 0.158
0.001 0.000 -0.001
-0.001 -0.002 -0.001
0.001 0.002 0.001
0.001 0.002 0.000
0.004 -0.001 0.006
0.001 0.000 0.000
0.000 0.000 0.000
0.001 0.000 -0.001
-0.001 0.000 0.000
0.003 0.000 0.002
-0.001 -0.001 0.005
0.002 0.018 -0.003
-0.005 0.000 0.001
-0.004 0.001 -0.002
0.007 0.002 -0.002
-0.003 0.003 0.021
-0.001 0.038 -0.020
-0.034 -0.004 0.066
0.045 -0.004 -0.007
0.158 -0.131 0.074
-0.258 -0.065 -0.385
0.017 0.021 -0.033
-0.021 -0.004 0.010
0.021 -0.007 0.021
-0.064 0.033 -0.013

Results
calculated total energy	-3750.5103	Ha
max |F|	0.62	eV/Å
LUMO energy (alpha / beta)	2.49 / 2.49	eV
M	723.62	Da
relative energy (zero: lowest compared OMol25 entry of this formula, charge and spin)	0.10	kcal/mol
Kohn-Sham gap (alpha / beta)	6.107 / 6.108	eV
total charge	-1
spin multiplicity	1

Mulliken atomic charges, in units of e: number 1, Fe, carries -0.348; number 2, O, carries -0.751; number 3, C, carries -0.024; number 4, N, carries 0.153; number 5, C, carries 0.582; number 6, C, carries -0.477; number 7, C, carries -0.742; number 8, C, carries -1.014; number 9, C, carries -0.121; number 10, C, carries -0.436; number 11, N, carries 0.872; number 12, C, carries 0.601; number 13, O, carries -0.877; number 14, C, carries -0.069; number 15, C, carries -0.881; number 16, C, carries -0.397; number 17, C, carries -0.834; number 18, C, carries -0.377; number 19, N, carries 0.309; number 20, C, carries 0.475; number 21, C, carries -0.993; number 22, C, carries -0.379; number 23, C, carries -0.781; number 24, C, carries -0.258; number 25, N, carries 0.277; number 26, H, carries 0.483; number 27, H, carries 0.382; number 28, H, carries 0.399; number 29, H, carries 0.456; number 30, H, carries 0.528; number 31, H, carries 0.404; number 32, H, carries 0.436; number 33, H, carries 0.428; number 34, H, carries 0.464; number 35, H, carries 0.415; number 36, H, carries 0.399; number 37, H, carries 0.393; number 38, C, carries -1.788; number 39, C, carries 2.182; number 40, C, carries -1.729; number 41, C, carries -1.784; number 42, C, carries 0.046; number 43, C, carries -0.167; number 44, C, carries -1.358; number 45, C, carries 0.855; number 46, S, carries -0.528; number 47, C, carries 0.408; number 48, N, carries 0.863; number 49, C, carries -1.543; number 50, C, carries 0.889; number 51, C, carries 0.802; number 52, C, carries -0.859; number 53, C, carries -0.822; number 54, C, carries -0.985; number 55, C, carries 0.046; number 56, C, carries 0.655; number 57, H, carries 0.424; number 58, H, carries 0.370; number 59, H, carries 0.361; number 60, H, carries 0.483; number 61, H, carries 0.337; number 62, H, carries 0.285; number 63, H, carries 0.441; number 64, H, carries 0.353; number 65, H, carries 0.377; number 66, H, carries 0.401; number 67, H, carries 0.371; number 68, H, carries -0.752; number 69, H, carries 0.390; number 70, H, carries 0.375; number 71, H, carries 0.382; number 72, H, carries 0.379; number 73, N, carries -0.942; number 74, N, carries 0.980; number 75, N, carries -0.985; number 76, C, carries -0.532; number 77, N, carries 1.205; number 78, N, carries -0.968; number 79, H, carries 0.259; number 80, H, carries 0.315; number 81, H, carries 0.812



Number 1 is which compound?
C22H22N2O4PtS3Si



Among the records above, which one has the highest M?
C36H31FeN10O2S



What is the formula in the second record?
C36H31FeN10O2S